*i*
{
  "formula": "H16O8",
  "method": "the ωB97M-V functional and the def2-TZVPD basis",
  "smiles": "O.O.O.O.O.O.O.O",
  "homo_lumo_gap_ev": 10.52,
  "elements": ["O", "O", "O", "O", "O", "O", "O", "O", "H", "H", "H", "H", "H", "H", "H", "H", "H", "H", "H", "H", "H", "H", "H", "H"],
  "positions_angstrom": [[1.9352, -1.2387, -2.6782], [-0.7215, -0.0971, -0.5177], [1.1106, 1.8331, 1.6094], [-3.8422, 1.0747, -0.6379], [-1.7934, 2.9756, -0.0887], [1.4688, -3.0293, 0.8427], [-1.2639, -1.8695, 1.9286], [2.3128, -0.3809, 0.0404], [-0.7590, 0.8221, -0.2217], [-1.7125, 3.4900, 0.7210], [0.7301, 1.5888, 2.4590], [1.6199, 1.0569, 1.3357], [-2.1849, -1.6785, 1.7279], [0.2139, -0.2609, -0.6703], [-0.7860, -1.5334, 1.1611], [-2.0022, 3.6178, -0.7762], [1.6086, -2.0910, 0.6562], [0.8932, -3.3384, 0.1367], [2.4941, -0.2581, -0.9046], [3.1791, -0.5078, 0.4465], [-3.0593, 1.6186, -0.4522], [-4.0112, 0.6035, 0.1822], [2.5988, -1.8720, -2.9738], [1.9708, -0.5254, -3.3262]],
  "mulliken_charge": [-0.6190, -0.5720, -0.6377, -0.6255, -0.6536, -0.6301, -0.6307, -0.6396, 0.3709, 0.3033, 0.3239, 0.3282, 0.2992, 0.2264, 0.3442, 0.3073, 0.3216, 0.3199, 0.2663, 0.3181, 0.3572, 0.2979, 0.3089, 0.3151]
}

=====

*ii*
{
  "formula": "H16O8",
  "method": "the ωB97M-V functional and the def2-TZVPD basis",
  "smiles": "O.O.O.O.O.O.O.O",
  "homo_lumo_gap_ev": 10.18,
  "elements": ["O", "O", "O", "O", "O", "O", "O", "O", "H", "H", "H", "H", "H", "H", "H", "H", "H", "H", "H", "H", "H", "H", "H", "H"],
  "positions_angstrom": [[-0.4854, -0.3133, -0.8705], [0.5270, -2.6251, -2.0971], [0.1751, -0.7764, -4.3130], [1.9011, 1.7565, 1.1573], [1.9676, -1.0591, 0.5059], [-1.3922, 2.1066, -0.2553], [-2.2296, 2.0590, 2.2452], [-1.2007, -0.5725, 3.0250], [-0.7433, 2.8090, -0.2973], [2.2032, -1.3482, 1.3875], [0.0983, -1.8193, -1.8087], [-0.9361, -1.1656, 2.3218], [-1.9859, 1.1787, 2.5317], [2.2653, -1.7663, -0.0662], [0.0992, -3.3178, -1.5937], [0.3716, -0.3045, -3.5037], [0.1068, -0.1487, -0.1368], [-0.6526, -0.8225, 3.7688], [0.4239, -1.6822, -4.1291], [-2.2201, 2.5307, -0.4809], [-1.0066, 0.4863, -0.9423], [-1.9008, 2.1191, 1.3483], [1.7695, 0.8084, 1.1631], [2.8446, 1.8671, 1.0401]],
  "mulliken_charge": [-0.6577, -0.6553, -0.6496, -0.5935, -0.6281, -0.7814, -0.6936, -0.6437, 0.3068, 0.2995, 0.4119, 0.3072, 0.3595, 0.2677, 0.3119, 0.3010, 0.2814, 0.3034, 0.3416, 0.3180, 0.3719, 0.4592, 0.3614, 0.3003]
}

=====

*iii*
{
  "formula": "H16O8",
  "method": "the ωB97M-V functional and the def2-TZVPD basis",
  "smiles": "O.O.O.O.O.O.O.O",
  "homo_lumo_gap_ev": 10.68,
  "elements": ["O", "O", "O", "O", "O", "O", "O", "O", "H", "H", "H", "H", "H", "H", "H", "H", "H", "H", "H", "H", "H", "H", "H", "H"],
  "positions_angstrom": [[0.2644, -0.5731, -0.6799], [1.3873, 2.3267, 0.1183], [1.9528, -0.1428, 1.9228], [-1.2937, -2.0636, 2.7008], [-3.4309, 1.1601, 0.5461], [5.5618, -0.2960, -1.1496], [-2.3372, 3.0499, -0.9946], [-2.3953, -2.8571, -2.4031], [-1.6432, 3.0673, -0.3260], [-1.8576, 3.0015, -1.8293], [2.1432, 2.6019, -0.4127], [1.8196, -0.9719, 2.3960], [-3.1560, 1.7946, 1.2175], [-1.6923, -2.5254, 1.9546], [5.6977, -0.8878, -0.4011], [1.7785, 2.0350, 0.9495], [1.2007, -0.7897, -0.7533], [-4.0420, 0.5771, 1.0106], [-1.6011, -2.3800, -2.6688], [1.8869, -0.3899, 0.9936], [-2.0341, -1.6086, 3.1177], [4.7919, 0.2267, -0.8986], [-0.1776, -1.2731, -1.1736], [-2.8237, -3.0819, -3.2367]],
  "mulliken_charge": [-0.5375, -0.6072, -0.5880, -0.6056, -0.5710, -0.6321, -0.6080, -0.6083, 0.3106, 0.2865, 0.2935, 0.2954, 0.3012, 0.3135, 0.3244, 0.3223, 0.3134, 0.2711, 0.2973, 0.2608, 0.2994, 0.3088, 0.2424, 0.3171]
}

=====

*iv*
{
  "formula": "H16O8",
  "method": "the ωB97M-V functional and the def2-TZVPD basis",
  "smiles": "O.O.O.O.O.O.O.O",
  "homo_lumo_gap_ev": 10.61,
  "elements": ["O", "O", "O", "O", "O", "O", "O", "O", "H", "H", "H", "H", "H", "H", "H", "H", "H", "H", "H", "H", "H", "H", "H", "H"],
  "positions_angstrom": [[-2.2621, -2.9963, -0.1522], [-0.3781, -0.3693, -1.8272], [1.1249, 2.1297, 0.8858], [-1.8181, 1.7637, -0.3012], [2.5179, -1.2463, 0.1818], [-0.2121, -0.2453, 1.0458], [-3.4801, -0.4253, -0.9832], [4.2459, 0.7757, 1.5958], [-0.3111, -0.3793, 0.1158], [0.5199, 2.8637, 0.8358], [2.4219, -0.4463, -0.3582], [1.9839, 2.4657, 0.8918], [3.3549, 0.6457, 1.8718], [-1.6501, 1.4257, 0.5978], [0.4589, 0.4207, 1.1458], [-2.8851, 0.2997, -0.7402], [-1.1371, 1.3687, -0.8412], [4.4469, -0.0083, 1.0148], [-0.8141, -0.4563, -2.6772], [1.6579, -1.5763, 0.4678], [-1.3581, -3.0163, 0.1678], [-4.3511, -0.1223, -0.7142], [-2.5551, -2.0993, -0.2732], [0.4799, -0.7723, -1.9492]],
  "mulliken_charge": [-0.6257, -0.5340, -0.5736, -0.7237, -0.6250, -0.5645, -0.6649, -0.6538, 0.2038, 0.2740, 0.3037, 0.2722, 0.3345, 0.3571, 0.3821, 0.4091, 0.3244, 0.3239, 0.2762, 0.3188, 0.3020, 0.2967, 0.3734, 0.2130]
}

=====

Which is the most stable structure? *iv* is the most stable.

=====

*i*
{
  "formula": "H16O8",
  "method": "the ωB97M-V functional and the def2-TZVPD basis",
  "smiles": "O.O.O.O.O.O.O.O",
  "homo_lumo_gap_ev": 10.86,
  "elements": ["O", "O", "O", "O", "O", "O", "O", "O", "H", "H", "H", "H", "H", "H", "H", "H", "H", "H", "H", "H", "H", "H", "H", "H"],
  "positions_angstrom": [[12.1123, -18.0983, -8.7794], [12.5415, -20.0714, -6.5085], [14.3450, -13.9649, -9.3176], [14.3161, -16.4380, -7.6715], [16.0091, -16.1519, -10.2737], [14.2610, -13.7722, -6.5466], [15.9342, -15.8667, -5.3364], [11.8549, -15.0175, -6.2176], [14.9804, -14.3741, -6.3206], [12.3336, -18.7942, -8.2075], [11.4248, -17.5281, -8.4221], [14.8678, -14.2711, -10.0399], [13.0762, -19.3194, -6.1788], [15.3376, -16.2111, -10.9536], [12.7947, -14.7776, -6.2950], [15.4607, -16.2155, -6.0645], [13.6988, -13.3989, -9.7643], [12.6548, -20.7925, -5.9206], [14.3594, -15.5924, -8.0605], [11.3949, -14.2621, -6.4485], [14.2223, -13.5825, -7.4770], [13.5814, -16.9791, -7.9378], [16.7838, -15.4485, -5.6075], [15.6484, -16.5843, -9.4616]],
  "mulliken_charge": [-0.6798, -0.6594, -0.6477, -0.5819, -0.6794, -0.7067, -0.7224, -0.6445, 0.2960, 0.3341, 0.3427, 0.2908, 0.3221, 0.3280, 0.4565, 0.3853, 0.2756, 0.3051, 0.4222, 0.2669, 0.3750, 0.2436, 0.3263, 0.3517]
}

=====

*ii*
{
  "formula": "H16O8",
  "method": "the ωB97M-V functional and the def2-TZVPD basis",
  "smiles": "O.O.O.O.O.O.O.O",
  "homo_lumo_gap_ev": 11.00,
  "elements": ["O", "O", "O", "O", "O", "O", "O", "O", "H", "H", "H", "H", "H", "H", "H", "H", "H", "H", "H", "H", "H", "H", "H", "H"],
  "positions_angstrom": [[-2.6722, 13.7074, 17.0345], [-5.2728, 12.8671, 18.0094], [-7.8177, 11.5267, 19.8466], [-8.3833, 14.3029, 16.7744], [-3.2545, 10.6602, 17.4510], [-6.1712, 14.9951, 15.2064], [-7.0986, 13.3926, 21.9490], [-4.7867, 12.1642, 21.0270], [-5.5091, 12.7234, 18.9364], [-7.5399, 14.2956, 16.2855], [-5.8505, 14.3046, 14.6104], [-3.5212, 13.2815, 17.2644], [-6.7949, 15.5066, 14.6747], [-2.4628, 10.8774, 17.9532], [-3.9376, 12.1373, 21.4839], [-3.8046, 11.4583, 17.5081], [-8.3760, 10.7445, 19.7804], [-7.2649, 12.9852, 22.8054], [-8.5785, 15.2367, 16.9017], [-4.9239, 11.2606, 20.7034], [-2.5384, 14.3629, 17.7264], [-6.3012, 12.9379, 21.5982], [-8.1811, 12.0444, 20.5817], [-6.0553, 13.2766, 17.6148]],
  "mulliken_charge": [-0.6285, -0.6428, -0.5961, -0.6446, -0.6294, -0.6983, -0.6697, -0.7145, 0.2845, 0.4016, 0.3438, 0.3822, 0.3218, 0.3312, 0.2853, 0.3053, 0.2822, 0.3111, 0.2978, 0.3511, 0.2909, 0.4047, 0.3379, 0.2922]
}

=====

Which is the most stable structure? *ii* is the most stable.